*a*
Computed, not measured: a molecular structure, C21H21N5O4S4SbW, with ωB97M-V/def2-TZVPD.

- HOMO-LUMO gap (spin up / spin down) (eV) = 5.89 / 6.10
- 2S+1 = 2
- LUMO level (spin up / spin down) (Eh) = -0.03744 / -0.03695
- E_HOMO (spin up / spin down) (eV) = -6.904 / -7.106

Geometry as XYZ:
```
57
C21H21N5O4S4SbW | the OMol25 dataset | ωB97M-V/def2-TZVPD
W 0.005 0.167 0.013
O -2.749 1.322 2.587
C -1.918 0.702 1.970
O -1.998 0.271 0.740
C -0.618 0.285 2.641
C -0.159 0.935 3.801
C 0.989 0.485 4.378
C 1.644 -0.663 3.857
C 2.795 -1.230 4.449
C 3.358 -2.359 3.928
C 2.781 -2.986 2.802
C 1.675 -2.454 2.201
C 1.104 -1.267 2.706
N 0.008 -0.733 2.086
H -0.721 1.777 4.176
H 1.405 0.979 5.248
H 3.216 -0.756 5.328
H 4.238 -2.790 4.387
H 3.212 -3.904 2.424
H 1.174 -2.947 1.375
S -0.750 -1.620 -5.188
Sb 0.598 -1.063 -3.483
S -0.397 -2.278 -0.900
S -0.523 0.731 -2.270
C 4.077 0.430 -1.516
C 2.833 0.611 -0.711
N 1.926 -0.407 -0.489
O 2.436 -1.656 -0.891
C 2.354 1.813 -0.282
C 2.812 3.180 -0.677
N 1.267 1.593 0.544
O 0.025 2.158 0.289
H 4.808 -0.200 -1.005
H 4.531 1.399 -1.709
H 3.850 -0.057 -2.467
H 2.240 -2.253 -0.156
H 3.815 3.420 -0.319
H 2.123 3.917 -0.267
H 2.807 3.282 -1.762
N -3.119 -1.526 -3.066
C -3.147 -1.356 -1.765
S -2.443 -2.595 -0.701
N -3.728 -0.330 -1.181
C -4.295 0.785 -1.870
C -3.816 2.052 -1.564
C -4.359 3.152 -2.208
C -5.365 2.987 -3.151
C -5.840 1.717 -3.444
C -5.312 0.609 -2.799
H -2.510 -2.236 -3.453
H -3.299 -0.737 -3.676
H -3.422 -0.163 -0.221
H -3.019 2.163 -0.840
H -3.986 4.140 -1.978
H -5.781 3.849 -3.655
H -6.631 1.585 -4.170
H -5.697 -0.383 -3.002
```

Population analysis type Löwdin, resulting atomic charges in e: W 1.1995; O 0.1161; C -0.5719; O -0.2586; C -0.2048; C 0.0319; C 0.0335; C -0.1377; C -0.0211; C -0.0646; C -0.0531; C -0.0351; C -0.1959; N 0.0344; H 0.1287; H 0.1249; H 0.1175; H 0.1074; H 0.1120; H 0.0752; S -0.2199; Sb 0.5084; S 0.0456; S -0.0232; C -0.0168; C -0.3210; N -0.2610; O -0.1773; C -0.3210; C -0.0257; N -0.2051; O -0.3236; H 0.0844; H 0.0761; H 0.0709; H 0.0377; H 0.0790; H 0.0795; H 0.0864; N 0.1262; C -0.7403; S 0.5519; N 0.0848; C -0.2345; C -0.0169; C -0.0581; C -0.0793; C -0.0749; C -0.0344; H 0.0160; H 0.1013; H 0.0993; H 0.1067; H 0.1107; H 0.1044; H 0.1059; H 0.1193

*b*
Computed, not measured: a molecular structure, C21H21N5O4S4SbW, with ωB97M-V/def2-TZVPD.

- HOMO-LUMO gap (spin up / spin down) (eV) = 6.20 / 5.56
- 2S+1 = 2
- LUMO level (spin up / spin down) (Eh) = -0.04691 / -0.08954
- E_HOMO (spin up / spin down) (eV) = -7.475 / -8.000

Geometry as XYZ:
```
57
C21H21N5O4S4SbW | the OMol25 dataset | ωB97M-V/def2-TZVPD
W 0.899 -1.197 -0.502
O -0.530 2.057 1.634
C -0.078 0.986 1.288
O -0.142 0.495 0.090
C 0.563 0.063 2.284
C 0.764 0.486 3.604
C 1.271 -0.406 4.496
C 1.553 -1.725 4.076
C 2.045 -2.703 4.970
C 2.312 -3.968 4.538
C 2.099 -4.306 3.186
C 1.626 -3.385 2.295
C 1.339 -2.070 2.720
N 0.852 -1.139 1.829
H 0.498 1.503 3.853
H 1.456 -0.133 5.528
H 2.204 -2.427 6.006
H 2.684 -4.712 5.229
H 2.312 -5.311 2.845
H 1.466 -3.650 1.261
S 2.058 2.657 -3.338
Sb 2.498 0.526 -2.799
S 2.851 0.215 -0.418
S 0.344 -0.644 -2.625
C -2.424 -3.769 -1.706
C -1.115 -3.242 -1.229
N -1.025 -2.124 -0.490
O -2.216 -1.674 0.015
C 0.151 -3.706 -1.609
C 0.477 -4.632 -2.727
N 1.101 -3.169 -0.785
O 2.233 -2.482 -1.191
H -3.070 -2.939 -1.992
H -2.939 -4.330 -0.924
H -2.272 -4.430 -2.557
H -2.347 -0.727 -0.225
H 0.231 -5.670 -2.488
H 1.543 -4.574 -2.941
H -0.075 -4.352 -3.624
N -1.928 2.503 -3.058
C -2.334 2.281 -1.797
S -3.324 0.936 -1.458
N -2.007 3.172 -0.853
C -1.319 4.406 -1.053
C -0.261 4.743 -0.219
C 0.380 5.962 -0.381
C -0.019 6.840 -1.376
C -1.083 6.502 -2.201
C -1.745 5.296 -2.034
H -2.090 1.743 -3.694
H -1.112 3.083 -3.226
H -2.116 2.865 0.104
H 0.057 4.047 0.543
H 1.211 6.214 0.266
H 0.492 7.784 -1.508
H -1.411 7.186 -2.973
H -2.591 5.044 -2.659
```

Population analysis type Löwdin, resulting atomic charges in e: W 1.1423; O 0.0840; C -0.5625; O -0.2826; C -0.1852; C 0.0319; C 0.0264; C -0.1410; C -0.0272; C -0.0652; C -0.0530; C -0.0018; C -0.1659; N 0.0533; H 0.1272; H 0.1261; H 0.1172; H 0.1084; H 0.1107; H 0.0825; S -0.1899; Sb 0.3388; S 0.0137; S 0.1434; C 0.0041; C -0.3043; N -0.1861; O -0.0625; C -0.3185; C -0.0112; N -0.2463; O -0.3876; H 0.0906; H 0.0948; H 0.0800; H -0.0255; H 0.0906; H 0.0859; H 0.0887; N 0.1071; C -0.8772; S 0.6028; N 0.0706; C -0.2330; C -0.0099; C -0.0748; C -0.0916; C -0.0803; C -0.0389; H 0.0829; H 0.0786; H 0.1169; H 0.0981; H 0.1051; H 0.1007; H 0.1033; H 0.1153

Result of the stability comparison: *a* is the least stable of them.